{"formula": "C39H51N4O2P2PtSSe", "method": "wB97M-V/def2-TZVPD", "total_charge": 1, "multiplicity": 5, "energy_ha": -5487.5423, "relative_energy_kcal_mol": 0.0, "species": ["Pt", "C", "C", "C", "P", "C", "C", "C", "C", "C", "C", "C", "C", "C", "C", "N", "C", "C", "C", "C", "C", "C", "C", "P", "C", "C", "C", "C", "C", "C", "H", "H", "H", "H", "H", "H", "H", "H", "H", "H", "H", "H", "H", "H", "H", "H", "H", "H", "H", "H", "H", "H", "H", "H", "H", "H", "H", "H", "H", "H", "H", "H", "H", "H", "H", "H", "H", "H", "H", "H", "C", "C", "C", "C", "C", "C", "C", "S", "O", "O", "N", "C", "C", "C", "C", "C", "N", "H", "H", "H", "H", "H", "H", "H", "H", "H", "H", "H", "Se", "C", "N"], "positions_angstrom": [[-0.15105, 0.62995, 0.12752], [1.11158, 3.44503, 4.43046], [0.17245, 2.88605, 3.35773], [-0.94241, 2.05238, 3.99032], [1.05702, 1.96661, 1.99364], [2.50914, 3.09379, 1.67259], [1.93229, 4.40650, 1.18294], [3.56101, 2.54646, 0.72279], [1.54258, 0.38341, 2.78522], [2.73804, 0.15261, 3.44477], [2.83625, -0.96038, 4.32212], [4.08548, -1.21947, 5.15625], [1.80994, -1.89980, 4.36940], [0.67480, -1.75214, 3.56806], [0.53802, -0.62729, 2.74505], [-0.50628, -0.35646, 1.85606], [-1.71675, -1.06645, 1.98873], [-2.49051, -1.20078, 3.15675], [-3.76713, -1.73253, 3.02575], [-4.34912, -1.97573, 1.75625], [-5.75231, -2.49560, 1.63830], [-3.53889, -1.82274, 0.61028], [-2.17724, -1.59066, 0.77122], [-0.90209, -1.62104, -0.50589], [-1.70894, -1.91932, -2.11594], [-2.44046, -3.28788, -2.18609], [-0.77324, -1.65569, -3.32182], [0.19065, -3.09593, -0.15204], [-0.50690, -4.15421, 0.69105], [0.92643, -3.69844, -1.33119], [1.77944, 2.66494, 4.81613], [0.53354, 3.84580, 5.26365], [1.76759, 4.29024, 4.10613], [-0.31836, 3.66785, 2.75756], [-0.52596, 1.39367, 4.75387], [-1.48491, 1.42979, 3.24181], [-1.69128, 2.72252, 4.45484], [2.96209, 3.24603, 2.69261], [1.27818, 4.27335, 0.30491], [2.76295, 5.07805, 0.90313], [1.36152, 4.92483, 1.94686], [3.29655, 2.68463, -0.33868], [3.76394, 1.47644, 0.84742], [4.54104, 3.05621, 0.87163], [3.52271, 0.88421, 3.37013], [5.03220, -0.96583, 4.67640], [4.13334, -2.30780, 5.39955], [4.03369, -0.71755, 6.14684], [1.90692, -2.72247, 5.06891], [-0.09986, -2.49327, 3.62985], [-2.09325, -0.91322, 4.11578], [-4.35355, -1.99569, 3.90406], [-6.16764, -2.65819, 2.64846], [-5.74896, -3.46235, 1.10899], [-6.41435, -1.80882, 1.07427], [-3.97946, -1.82481, -0.36504], [-2.44402, -1.08218, -2.11153], [-1.73686, -4.10066, -2.44055], [-3.19859, -3.25900, -2.97108], [-2.93481, -3.54324, -1.24518], [-0.30651, -2.61063, -3.63969], [0.03064, -0.92282, -3.07020], [-1.32627, -1.24938, -4.17880], [0.94304, -2.62438, 0.52453], [-1.25280, -4.74274, 0.11082], [-1.06018, -3.73512, 1.57088], [0.25756, -4.83851, 1.11510], [0.28414, -4.33424, -1.96762], [1.70873, -4.38747, -0.96886], [1.38277, -2.94178, -1.96870], [-2.89734, 0.97551, -7.29834], [-2.04755, 1.45161, -6.13257], [-2.62386, 1.68988, -4.84353], [-1.85190, 2.06525, -3.74911], [-0.45073, 2.13356, -3.87780], [0.12360, 1.95378, -5.15757], [-0.65823, 1.58838, -6.25059], [0.64510, 2.63857, -2.53945], [-0.04303, 3.65708, -1.75323], [1.92144, 2.97433, -3.14389], [0.93492, 1.32238, -1.50471], [2.03394, 0.50861, -1.73587], [2.83835, 0.49717, -2.89539], [4.07613, -0.15553, -2.88507], [4.42364, -0.93783, -1.78389], [3.44544, -1.10346, -0.80585], [2.34228, -0.33921, -0.71950], [-3.56696, 0.11053, -7.06076], [-2.27122, 0.63059, -8.14558], [-3.53563, 1.79192, -7.67965], [-3.71728, 1.63294, -4.73328], [-2.33647, 2.34338, -2.84394], [1.19159, 2.08876, -5.31269], [-0.19790, 1.46529, -7.21236], [2.51651, 1.12829, -3.74873], [4.82159, 0.00262, -3.66721], [5.37435, -1.47551, -1.71603], [3.57403, -1.84500, -0.00570], [-2.32799, 1.82164, -0.15243], [-2.74998, 2.92916, 1.28320], [-3.09419, 3.62868, 2.16203]], "atomic_forces_ev_per_a": [[0.4, 1.2, -0.3], [0.6, 0.7, -0.2], [-0.2, -0.1, -0.5], [-0.6, -0.1, -0.3], [0.5, 0.3, -0.1], [0.2, -0.6, 1.2], [0.1, 0.6, -0.5], [0.9, -0.2, -0.5], [0.5, 0.2, -0.3], [-0.9, -0.6, 0.8], [1.3, 0.2, -0.5], [-0.4, -0.7, 0.7], [-0.7, 0.6, -0.4], [0.4, -0.2, 0.6], [-0.3, 1.4, -0.3], [0.0, -2.5, 3.3], [0.3, -0.4, 0.0], [0.1, -0.2, -0.7], [-0.3, -0.4, -0.6], [0.8, 0.2, 0.1], [-0.4, 0.0, 0.1], [0.0, -0.1, 1.3], [-0.8, 0.6, -0.5], [0.2, -0.4, -1.3], [-0.7, 0.3, -0.1], [0.3, 0.2, -0.2], [0.5, -0.2, 0.2], [0.2, 0.7, 1.5], [-0.7, -0.6, 0.8], [0.0, -0.5, -0.6], [-0.2, 0.0, 0.0], [-0.1, -0.1, 0.0], [-0.6, -0.7, 0.0], [0.2, 0.1, 0.4], [-0.1, -0.1, 0.0], [0.3, 0.5, 0.6], [0.4, -0.4, -0.2], [-0.2, -0.1, -0.9], [0.3, 0.0, 0.2], [-0.3, -0.3, 0.0], [-0.1, 0.1, 0.1], [-0.1, 0.0, 0.4], [-0.1, 0.1, 0.1], [-0.7, -0.1, 0.0], [0.3, 0.1, 0.2], [-0.3, 0.2, -0.1], [0.0, 0.8, -0.2], [0.0, 0.0, -0.7], [-0.1, -0.1, -0.2], [-0.2, -0.2, -0.2], [0.0, 0.1, 0.1], [0.1, 0.3, -0.1], [0.0, 0.1, -0.6], [-0.1, 0.3, 0.2], [0.3, -0.3, 0.3], [-0.2, -0.6, -0.4], [0.1, -0.5, -0.1], [-0.3, 0.4, 0.2], [0.0, 0.0, 0.0], [0.1, 0.0, -0.2], [-0.1, 0.6, 0.1], [-0.5, -0.5, -0.2], [0.0, -0.1, 0.3], [-0.2, -0.2, -0.5], [0.6, 0.3, 0.3], [0.5, -0.2, -0.7], [-0.5, 0.2, -0.4], [0.1, 0.4, 0.3], [-0.2, 0.4, 0.0], [0.1, 0.0, 0.1], [-0.2, -0.2, -0.4], [-0.2, -0.6, 1.1], [0.1, 0.1, -1.0], [0.9, -0.3, -0.9], [0.1, 0.2, -0.9], [-0.1, -0.2, 0.7], [-0.8, 0.3, 0.6], [0.7, 0.1, 1.0], [0.2, -1.3, -0.6], [-1.2, 0.4, 0.3], [0.0, 1.1, -2.0], [0.9, -0.7, -0.2], [0.3, 0.5, -0.8], [-0.3, 0.6, 0.4], [-0.5, -0.5, 0.2], [0.2, 0.3, 0.4], [-0.6, 0.1, -0.5], [0.5, 0.8, 0.1], [-0.2, 0.3, 0.5], [0.2, -0.3, 0.2], [0.6, 0.0, -0.1], [-0.2, 0.1, 0.6], [-0.2, 0.0, 0.2], [0.2, -0.1, -0.3], [0.6, -0.9, 0.7], [-0.5, -0.1, 0.0], [-0.4, 0.2, -0.1], [0.0, 0.4, -0.2], [0.3, 0.4, 0.4], [-0.5, 0.8, 1.2], [0.8, -1.4, -1.7]]}

=====

{"formula": "C39H52AsHgN2Si", "method": "wB97M-V/def2-TZVPD", "multiplicity": 2, "energy_ha": -4305.4746, "relative_energy_kcal_mol": 2.9, "species": ["Hg", "C", "C", "C", "C", "C", "C", "C", "C", "C", "C", "C", "C", "H", "H", "H", "H", "H", "H", "H", "H", "H", "H", "H", "H", "H", "H", "H", "H", "H", "H", "C", "Si", "C", "C", "C", "H", "H", "H", "H", "H", "H", "H", "H", "H", "H", "H", "C", "C", "C", "C", "N", "N", "C", "H", "H", "H", "H", "H", "H", "H", "H", "C", "C", "C", "C", "C", "C", "As", "C", "C", "C", "C", "C", "C", "C", "C", "C", "C", "C", "C", "H", "H", "H", "H", "H", "H", "H", "H", "H", "H", "H", "H", "H", "H", "H"], "positions_angstrom": [[-0.04025, -0.41456, -0.82266], [0.02054, 1.83876, -4.60305], [1.11347, 0.92644, -4.11153], [1.05771, -0.43747, -4.41173], [-0.00341, -0.91369, -5.36535], [1.97735, -1.31407, -3.83015], [1.99920, -2.77901, -4.18043], [2.90351, -0.81531, -2.90940], [3.73215, -1.77085, -2.09404], [3.07687, 0.56543, -2.75719], [4.23383, 1.04926, -1.92475], [2.18775, 1.44612, -3.38135], [2.35315, 2.94243, -3.30476], [0.25103, 2.24917, -5.58724], [-0.12416, 2.66507, -3.91310], [-0.91944, 1.29905, -4.67517], [0.20522, -1.90537, -5.74890], [-0.07864, -0.23427, -6.21165], [-0.97299, -0.95032, -4.86936], [1.29219, -3.34092, -3.57011], [2.98968, -3.19533, -4.02492], [1.74828, -2.93939, -5.22623], [4.66553, -2.02573, -2.59674], [3.17688, -2.68575, -1.90889], [3.97334, -1.32919, -1.13236], [4.46645, 2.09209, -2.10982], [5.12424, 0.46533, -2.14781], [4.01223, 0.95194, -0.86174], [1.78088, 3.35714, -2.47514], [2.01002, 3.40759, -4.22552], [3.39385, 3.22599, -3.16795], [-4.66697, 0.05343, -1.23597], [-3.90619, 0.42285, 0.47629], [-5.30339, 0.40688, 1.79931], [-3.11793, 2.16255, 0.50038], [-2.64626, -0.88202, 0.86470], [-5.51663, 0.69226, -1.45688], [-5.01027, -0.97498, -1.29054], [-3.93517, 0.19688, -2.02444], [-6.08052, 1.12666, 1.55923], [-4.91285, 0.65752, 2.78033], [-5.77138, -0.56999, 1.87217], [-3.77720, 2.91516, 0.08267], [-2.19103, 2.16745, -0.07172], [-2.87426, 2.45929, 1.51918], [-2.72720, -1.86984, 0.43989], [-2.05364, -0.82886, 1.76631], [-2.65876, -5.41874, 1.63167], [-2.15480, -4.67689, 0.44696], [-2.71056, -4.45619, -0.79505], [-1.78365, -3.65279, -1.48257], [-0.73377, -3.40787, -0.71659], [-0.96794, -4.03305, 0.44268], [-1.89147, -3.09429, -2.85595], [-3.27071, -6.26161, 1.31750], [-3.27395, -4.76849, 2.25628], [-1.83014, -5.78792, 2.23362], [-3.65195, -4.81679, -1.15822], [-0.31828, -3.93434, 1.20841], [-2.21742, -3.85843, -3.55851], [-0.92365, -2.70366, -3.15678], [-2.61556, -2.27969, -2.87086], [-0.87179, 4.58873, 5.44590], [-1.02355, 4.87331, 4.09878], [-0.76817, 3.89135, 3.16117], [-0.35231, 2.62115, 3.54726], [-0.18937, 2.35236, 4.89570], [-0.45247, 3.33090, 5.84087], [-0.02563, 1.40073, 2.04962], [1.77503, 2.08969, 1.76045], [2.80917, 1.91192, 2.66975], [4.03976, 2.50748, 2.45891], [4.23635, 3.31488, 1.35038], [3.20673, 3.51167, 0.44321], [1.98501, 2.89366, 0.64700], [0.36851, -0.28784, 2.92067], [1.39818, -1.09040, 2.44194], [1.53846, -2.39827, 2.87200], [0.64349, -2.92683, 3.78956], [-0.38537, -2.13955, 4.27843], [-0.52494, -0.83518, 3.83833], [-1.07503, 5.34918, 6.18597], [-1.34589, 5.85524, 3.78417], [-0.88108, 4.10044, 2.09987], [0.15009, 1.37419, 5.21502], [-0.32886, 3.11093, 6.89240], [2.65028, 1.29315, 3.54606], [4.84421, 2.35613, 3.16630], [5.19186, 3.78947, 1.18679], [3.36755, 4.14379, -0.41757], [1.16582, 3.03168, -0.05510], [2.09571, -0.68461, 1.71505], [2.33872, -3.01169, 2.48359], [0.75293, -3.94625, 4.13045], [-1.08872, -2.55035, 4.98931], [-1.35755, -0.23610, 4.19329]], "atomic_forces_ev_per_a": [[0.0, 0.1, -0.2], [0.1, -0.1, 0.0], [0.1, -0.1, 0.0], [0.1, 0.1, 0.1], [0.1, 0.0, 0.1], [0.0, 0.2, 0.0], [-0.1, 0.1, 0.0], [-0.1, 0.1, -0.2], [-0.1, 0.1, -0.1], [-0.1, 0.0, -0.1], [-0.1, 0.0, 0.0], [0.0, -0.2, 0.0], [0.1, -0.1, 0.0], [-0.1, 0.1, -0.1], [0.0, 0.1, 0.0], [-0.1, 0.0, 0.0], [0.0, -0.1, 0.0], [-0.1, 0.0, -0.1], [-0.2, 0.0, 0.0], [0.0, -0.2, 0.0], [0.0, -0.1, 0.0], [0.0, 0.0, 0.0], [0.2, -0.1, 0.0], [0.0, -0.1, 0.0], [0.1, 0.0, 0.1], [0.0, 0.0, 0.0], [0.1, 0.0, 0.1], [0.1, 0.0, 0.1], [-0.1, 0.2, 0.1], [0.0, 0.1, 0.0], [0.0, 0.0, 0.0], [0.3, 0.1, 0.6], [-0.4, 0.5, -0.1], [0.6, -0.1, -0.6], [-0.2, -0.7, 0.0], [-0.5, 0.3, 0.1], [-0.1, 0.2, 0.0], [-0.1, -0.2, 0.0], [0.2, 0.0, -0.1], [-0.1, 0.2, -0.1], [0.1, 0.1, 0.2], [-0.1, -0.2, 0.0], [-0.3, 0.1, -0.1], [0.1, 0.0, -0.1], [0.0, 0.0, 0.1], [0.1, -0.2, -0.2], [0.2, -0.1, 0.0], [-0.1, 0.1, 0.1], [-0.1, 0.0, -0.1], [0.1, 0.0, 0.3], [0.1, -0.1, 0.3], [0.5, 0.3, -0.4], [-0.3, -0.1, 0.0], [0.1, 0.0, 0.1], [0.0, 0.0, 0.0], [0.0, 0.0, 0.1], [0.0, -0.1, 0.1], [-0.2, -0.1, 0.0], [0.0, 0.0, -0.1], [0.0, 0.0, -0.1], [0.0, 0.1, -0.1], [0.0, 0.1, -0.1], [0.0, 0.1, 0.1], [0.0, 0.1, 0.0], [0.0, -0.1, -0.3], [-0.1, -0.1, 0.0], [0.1, -0.3, 0.1], [0.0, 0.0, 0.1], [0.1, 0.3, 0.1], [0.1, 0.0, -0.1], [0.0, -0.2, 0.1], [0.1, 0.0, 0.1], [0.0, 0.0, -0.2], [0.2, 0.1, 0.1], [-0.4, -0.1, -0.1], [0.0, -0.1, 0.1], [0.2, 0.2, -0.2], [0.0, -0.2, 0.0], [0.1, -0.1, 0.0], [-0.1, -0.1, 0.0], [-0.2, 0.2, 0.0], [0.0, 0.0, 0.1], [0.0, 0.1, 0.0], [-0.1, 0.1, 0.1], [0.0, 0.0, 0.0], [0.0, 0.0, 0.1], [0.0, 0.0, 0.0], [0.0, 0.0, 0.0], [0.1, 0.0, 0.0], [0.0, 0.0, -0.1], [0.1, 0.0, 0.0], [0.0, -0.1, 0.0], [0.1, 0.0, 0.0], [0.0, -0.1, 0.0], [0.0, 0.0, 0.1], [0.0, 0.0, 0.0]]}